{"formula": "C2H4InO2", "method": "ωB97M-V/def2-TZVPD", "symbols": ["H", "O", "C", "C", "H", "H", "H", "O", "In"], "coordinates": [[-1.77, -1.29, 1.05], [1.01, 1.17, 0.01], [2.23, 1.18, 0.26], [2.84, 0.14, 1.01], [2.87, 1.97, -0.17], [3.91, 0.17, 1.20], [2.24, -0.71, 1.33], [-1.72, -0.92, 0.16], [-0.33, -0.03, -0.50]], "orbital_gap_ev": [8.46, 9.03], "homo_energy_ev": [-21.002, -22.161], "e_above_lowest_kcal_mol": 0.0, "energy_ha": -418.33448, "multiplicity": 2, "charge": 2}